1.
The following is a DFT calculation (wB97M-V/def2-TZVPD) of a molecular structure, C12H11Cl3FIN2O3Ta.

Each line ends with the Mulliken charge.
Element x y z (Å)
H -3.2154 -2.5338 -0.0419  0.289
H -3.6537 1.2059 1.2516  0.367
C -0.0151 0.2846 3.1521  -0.271
C 2.2615 -0.0891 -0.0787  1.251
O -1.8311 -0.4664 0.0240  -0.673
C 0.3444 3.2931 0.0010  0.921
H 2.2768 1.3081 1.6031  0.384
C -3.8769 0.7533 0.2843  -0.907
F 6.1586 -0.4850 0.2930  -0.236
H 2.0427 4.4046 -0.6217  0.365
C 2.8176 -0.9786 -0.9481  -1.014
H 0.9943 5.1947 0.6190  0.375
C 2.8072 0.6504 0.9320  -0.346
H 2.3035 -1.5501 -1.7084  0.378
C -3.1345 -0.5219 0.1240  0.746
Ta -0.2713 0.6473 -0.3924  1.578
H 4.7452 1.0621 1.7787  0.479
O -0.5638 3.0441 0.7667  -0.479
Cl -0.3371 1.6723 5.3362  -0.015
C 0.1058 0.1314 4.6184  0.887
H -4.7435 -1.7321 0.0862  0.276
H -4.9516 0.6399 0.1688  0.502
O 0.7467 2.1613 -0.7061  -0.302
N -3.7301 -1.6615 0.0554  -0.231
H 0.4774 5.0866 -1.0607  0.345
Cl 1.7799 -0.2903 4.9492  -0.023
C 4.8547 -0.3598 0.1711  0.006
C 4.1902 0.5032 1.0359  -0.635
Cl -0.9967 -1.1555 5.0911  -0.039
C 4.2037 -1.0989 -0.8028  -0.367
I -3.1914 2.1384 -1.2031  0.369
H 4.7618 -1.7582 -1.4555  0.465
C 1.0260 4.5639 -0.2676  -1.068
N -0.1108 0.4059 2.0172  -0.376

Atoms 1-3, force components in eV/Å:
0.04 0.02 0.00
0.02 -0.06 0.02
-0.05 0.00 0.03

Orbital gap (spin up / spin down) (eV): 5.06 / 5.06
Total charge: +3
2S+1: 1

=====

2.
The following is a DFT calculation (wB97M-V/def2-TZVPD) of 2 unconnected molecules or ions with the total composition C12H11Cl4NO5P.

Each line ends with the Mulliken charge.
Element x y z (Å)
O -1.8673 1.4225 2.5908  -0.625
H -1.8976 -2.0083 -4.0685  0.308
H -4.0309 3.2105 -5.8490  0.381
C 0.4469 0.9608 2.9139  0.344
O -2.8355 2.2526 -2.8552  -0.337
Cl 0.6569 2.5081 3.5787  -0.121
C -1.8555 -2.2419 -2.9990  -1.309
C 1.4640 0.0546 2.8525  0.269
O 2.1926 -2.1090 2.1568  -0.632
H -2.2088 1.7878 -4.8020  0.327
H -3.8746 1.2806 -4.3687  0.263
H -2.8700 -2.4170 -2.6284  0.287
C -1.3086 2.0109 -0.6029  -0.476
Cl -2.7056 -1.1472 1.4421  -0.103
C -3.6476 3.3818 -4.8426  -1.262
C -1.1373 -0.7678 2.0056  0.465
C -0.1544 -1.7050 2.0927  0.179
H -1.2765 -3.1579 -2.8756  0.403
C -1.1573 -1.1333 -2.2501  0.069
Cl 3.0573 0.4450 3.3145  -0.160
H -2.0666 1.6553 0.0937  0.366
O -0.3111 1.6813 -3.1509  -0.805
P -1.5028 1.5128 -2.2854  0.791
H -2.8289 4.1045 -4.9065  0.294
C -0.3137 2.8403 -0.1358  0.292
N 0.5378 3.5411 0.2926  -0.721
C -3.1312 2.0831 -4.2729  -0.158
C 1.2600 -1.3343 2.3581  0.429
O -2.0570 0.0027 -2.1244  -0.290
C -0.9363 0.6249 2.4764  -0.029
H -0.8893 -1.4588 -1.2381  0.042
H -0.2550 -0.7993 -2.7834  0.378
H -4.4500 3.7995 -4.2318  0.297
Cl -0.4536 -3.3569 1.8122  -0.155

Atoms 1-3, force components in eV/Å:
1.65 -1.56 -0.10
-0.13 -0.04 0.16
-0.02 0.01 -0.07

Orbital gap (eV): 3.86
Total charge: -1
2S+1: 1

=====

3.
The following is a DFT calculation (wB97M-V/def2-TZVPD) of 2 unconnected molecules or ions with the total composition C12H11INP.

Each line ends with the Mulliken charge.
Element x y z (Å)
H -0.2617 -3.5597 -0.5660  0.240
C 1.5423 -3.3668 0.8307  -0.562
C 1.9441 -1.1107 1.4242  -0.581
C -2.5239 0.0121 -0.0164  -0.606
H -1.5334 4.5509 -0.8634  0.286
C 0.3626 -2.9427 0.1357  -0.420
C -0.1990 2.9102 -1.6615  -0.703
C 0.7973 -0.6994 0.8283  -0.097
H -3.3960 -0.3757 0.4138  0.427
C -2.2185 2.5664 -0.3952  -0.805
C -0.0037 1.5812 -1.8520  0.315
H -2.9982 3.0446 0.3203  0.256
I 2.5282 -1.3795 -3.1163  -0.056
C 2.3218 -2.4151 1.4350  -0.380
P -1.3750 -1.0713 -1.0030  -0.190
H 2.6306 -0.3338 1.9507  0.223
C -0.0252 -1.5703 0.2214  0.578
H 2.2364 0.0233 -2.4312  0.120
C -1.3172 3.4189 -0.9447  -0.017
H 0.8443 1.0427 -2.3738  -0.157
H 3.1329 -2.7299 2.0518  0.419
H 1.6941 -4.4526 0.9066  0.344
C -1.9210 1.1156 -0.6307  0.530
H 0.6007 3.5788 -2.1248  0.275
N -0.8384 0.6776 -1.2763  0.182
H 0.3717 0.2627 1.0438  0.379

Atoms 1-3, force components in eV/Å:
0.88 0.12 1.12
-2.57 -0.82 -1.30
2.39 2.65 1.55

Orbital gap (eV): 7.45
2S+1: 1
Structure (SMILES): C1=CN2[C@]3(C=C1)C=[P@@]23c1ccccc1.I

=====

4.
The following is a DFT calculation (wB97M-V/def2-TZVPD) of 2 unconnected molecules or ions with the total composition C12H11N4O5.

Each line ends with the Mulliken charge.
Element x y z (Å)
H -5.2566 -0.9527 2.8479  0.379
C -0.5460 0.2516 3.1105  -0.124
C -2.6157 -0.8402 2.2882  -0.020
C 2.6509 0.7623 -3.0378  0.574
N 1.8719 0.1167 -2.1634  -0.437
C 0.6805 1.9751 -3.2880  -0.656
C -1.1891 1.5342 2.7954  -0.477
O 0.6132 0.1673 3.5669  -0.838
H -0.9412 -1.9046 3.0511  0.343
O 5.8012 -2.0414 -1.9335  -0.175
H 1.7867 -1.4883 -0.7486  0.452
C 3.6925 -1.2190 -1.7064  0.592
H 0.3447 2.7984 -3.9136  0.237
H -3.1901 -1.7509 2.1019  0.239
C -2.4336 1.6133 2.2532  -0.362
H 0.0802 1.0764 -3.4677  0.295
H 0.6121 2.2409 -2.2272  0.329
H -0.6211 2.4383 2.9978  0.337
O 4.3924 -3.1250 -0.4294  -0.642
C -1.3651 -0.9284 2.8280  -0.737
N 4.4816 -2.2139 -1.2244  0.725
C 2.3611 -0.9017 -1.4647  -0.501
C -5.3603 -0.5487 1.8300  -0.837
N 3.9362 0.5302 -3.3481  -0.571
H -2.8924 2.5727 2.0193  0.346
C 4.4720 -0.4754 -2.6829  0.666
H -5.1441 -1.3365 1.0957  0.280
H -6.3620 -0.1480 1.6787  0.227
N 5.7499 -0.9882 -2.7996  -0.507
C -3.1916 0.4315 2.0240  0.711
O 2.0609 1.7692 -3.6839  -0.390
O -4.4791 0.5849 1.6304  -0.458

Atoms 1-3, force components in eV/Å:
0.01 0.09 -0.20
-1.32 -0.09 -0.59
-1.30 1.27 -0.36

Orbital gap (eV): 2.48
Total charge: -1
2S+1: 1

=====

5.
The following is a DFT calculation (wB97M-V/def2-TZVPD) of 2 unconnected molecules or ions with the total composition C12H11NO2.

Each line ends with the Mulliken charge.
Element x y z (Å)
C -0.6282 1.6958 -1.1684  0.398
C 1.5180 -2.0687 2.2554  -0.402
C -0.0326 -2.6838 -0.0648  -0.481
C -0.6731 0.5810 -0.3443  0.428
C -1.1726 2.9032 -0.7744  -0.587
C 0.4827 -1.3803 0.1450  0.155
H 0.1081 2.8774 -3.9599  0.394
H 1.6008 -4.3043 2.4631  0.442
C -1.2277 0.6570 0.9234  -0.558
H -2.7048 3.6138 0.7088  0.319
H 0.1609 -4.6454 0.6907  0.330
H 0.4116 1.1553 -3.2304  0.273
C -2.0269 2.7364 0.4205  -0.250
C 1.2901 -1.0290 1.2483  0.103
C 1.2125 -3.4685 1.9498  -0.478
C 0.5685 1.7789 -2.2852  -0.397
H 1.4151 0.0868 1.5416  0.377
H -1.2181 -0.1343 1.5850  0.597
H 1.8275 -1.5009 3.2008  0.249
H -0.9616 3.7854 -1.3228  0.524
H 1.5911 1.4266 -1.9924  0.207
O 0.1604 -0.4625 -0.7980  -0.378
N -1.8531 1.8434 1.4230  -0.541
H -0.7270 -2.9606 -0.7865  0.445
O 0.6135 3.1210 -2.7276  -0.579
C 0.2646 -3.6236 0.8993  -0.592

Atoms 1-3, force components in eV/Å:
3.46 1.38 -1.42
0.03 1.55 -1.10
1.25 1.61 2.80

Orbital gap (eV): 8.43
2S+1: 1

=====

6.
The following is a DFT calculation (wB97M-V/def2-TZVPD) of a molecular structure, C12H11NO6V.

Each line ends with the Mulliken charge.
Element x y z (Å)
H -3.5737 2.8593 -1.7088  0.414
C -2.2278 1.2320 -2.1048  1.799
H 3.2085 -2.7497 4.8336  0.342
C 2.7351 -1.6336 0.2477  -0.032
C -2.0848 1.5356 -3.5885  -1.723
H 3.8803 -3.1320 2.4608  0.387
H -2.2023 2.6083 -3.7638  0.387
C 1.5648 -0.6461 2.0248  0.190
O -0.9013 -0.7485 -2.0187  -0.676
C 1.1947 -0.0702 0.7701  0.491
C 3.1370 -2.3836 2.7167  -0.307
C 1.1885 -0.4332 3.3586  -0.513
H -1.1999 1.7879 -0.5144  0.430
H -2.8440 0.9900 -4.1534  0.366
N 1.8829 -0.6656 -0.2438  -0.303
O -3.1163 -0.9514 -1.6525  -0.748
O -1.1182 1.8831 -1.4749  -0.628
C 1.7815 -1.1878 4.3482  -0.332
V 0.8357 0.5447 -1.6480  1.144
H -1.0916 1.2382 -3.9241  0.354
O 1.4395 1.5877 -2.7711  -0.999
H 0.4394 0.3130 3.6021  0.385
O 0.3662 0.8735 0.4553  -0.878
O 3.5072 -2.3469 -0.4134  -0.842
C 2.7611 -2.1683 4.0341  -0.444
C -3.5314 1.7784 -1.5496  -1.826
H 1.4986 -1.0360 5.3855  0.341
C 2.5487 -1.6330 1.7079  -0.004
H -3.6097 1.5674 -0.4807  0.410
H -4.3788 1.2970 -2.0364  0.347
C -2.0903 -0.3102 -1.8982  0.470

Atoms 1-3, force components in eV/Å:
0.01 0.00 0.00
0.11 -0.05 -0.02
0.01 -0.01 -0.01

Orbital gap (spin up / spin down) (eV): 4.35 / 7.61
Total charge: -2
2S+1: 4

=====

7.
The following is a DFT calculation (wB97M-V/def2-TZVPD) of a molecular structure, C12H12.

Each line ends with the Mulliken charge.
Element x y z (Å)
H 4.4941 -1.2406 -0.9447  0.234
C 2.6558 -0.1396 0.0213  0.738
H 1.9865 -1.9563 0.0857  0.411
C -0.1057 0.6733 -0.1241  0.658
H -4.4477 0.1776 1.3524  0.226
C -2.5466 -0.0078 -0.0318  0.871
C 3.9839 -0.4689 0.0283  -1.183
C 2.1358 1.3081 -0.0493  -1.108
C 0.7812 1.6977 0.0170  -0.530
H 4.8042 0.5151 -0.2389  0.260
H -4.7942 0.2691 -0.8865  0.330
C 1.4741 -1.0490 0.0046  -0.561
H -3.1586 -2.1965 -0.3287  0.091
H -4.1651 1.6906 0.1960  0.244
C 0.1824 -0.7207 -0.0009  0.775
H -1.8277 2.0741 -0.2767  0.187
H 4.4426 -1.0031 0.8388  0.315
H 0.3414 2.8656 0.2189  0.167
C -1.6021 0.9895 -0.0073  -0.680
C -0.9047 -1.6964 0.0629  -0.982
H -0.4096 -2.5859 -0.0557  0.480
C -4.0256 0.3440 -0.0462  -1.253
H 2.8580 1.8409 0.1685  0.614
C -2.1525 -1.3809 -0.0037  -0.303

Atoms 1-3, force components in eV/Å:
-2.14 2.07 2.44
-10.58 3.92 -1.27
-0.83 -2.52 0.11

Orbital gap (eV): 8.47
2S+1: 1

=====

ΔE to the lowest compared entry with this formula, charge and spin? In order: 84.23; 3.31; 3.09; 20.84; 103.45; 6.52; 189.22 kcal/mol.
Calculated total energy? In order: -71649.73735; -83730.74586; -31498.52379; -28815.04722; -18201.74077; -52088.41034; -12630.72337 eV.